# C29H33N2O3

A 5-piece molecular cluster, C29H33N2O3 overall (the ωB97M-V functional and the def2-TZVPD basis, the Open Molecules 2025 dataset).

Each line ends with the natural charge from an NBO analysis.
Element x y z (Å)
O (-1.532, 1.480, -3.370)  -0.622
O (1.452, 3.065, -4.464)  -0.768
O (2.705, 2.635, -2.634)  -0.780
N (-0.737, 3.511, -2.594)  -0.490
N (0.873, 5.262, -2.389)  -0.835
C (2.304, -0.075, -4.785)  -0.228
C (-1.307, 4.168, -3.778)  -0.430
C (2.884, -1.015, 0.915)  -0.235
C (-2.407, -2.085, 6.286)  -0.221
C (0.931, 0.110, -4.844)  -0.211
C (1.780, -1.733, -1.540)  -0.158
C (3.233, -0.325, -0.239)  -0.199
C (1.433, -2.422, -0.385)  -0.236
C (-3.675, 0.085, 2.431)  -0.219
C (-0.223, -3.787, 6.463)  -0.216
C (0.616, -2.261, -5.114)  -0.248
C (-0.803, -3.527, 5.228)  -0.232
C (-0.735, -3.195, 7.609)  -0.220
C (-1.827, -2.342, 7.520)  -0.223
C (-0.660, 1.512, -1.165)  -0.727
C (-2.593, -0.359, 1.683)  -0.234
C (0.086, -0.981, -5.003)  -0.208
C (-1.023, 2.146, -2.496)  0.721
C (1.724, 3.096, -3.250)  0.735
C (0.689, 3.806, -2.313)  0.018
C (-2.170, 0.908, 4.116)  -0.223
C (-1.089, 0.467, 3.366)  -0.221
C (-1.897, -2.677, 5.139)  -0.151
C (2.833, -1.357, -4.870)  -0.182
C (-3.464, 0.720, 3.648)  -0.228
C (1.984, -2.068, 0.840)  -0.245
C (2.689, -0.684, -1.465)  -0.222
C (1.991, -2.451, -5.039)  -0.261
C (-1.300, -0.166, 2.149)  -0.149
H (-2.128, 3.553, -4.158)  0.215
H (2.406, -3.450, -5.106)  0.197
H (-2.005, 1.394, 5.070)  0.208
H (2.946, 0.789, -4.656)  0.251
H (-0.556, 4.309, -4.558)  0.242
H (-0.080, 0.611, 3.731)  0.213
H (0.541, 1.115, -4.762)  0.270
H (-0.764, 2.230, -0.346)  0.216
H (0.899, 3.437, -1.300)  0.172
H (-2.223, -1.874, 8.413)  0.207
H (0.128, 5.709, -1.860)  0.341
H (1.700, -2.606, 1.737)  0.200
H (-0.401, -3.984, 4.333)  0.214
H (-2.756, -0.853, 0.733)  0.219
H (-3.257, -1.418, 6.213)  0.212
H (-4.307, 1.068, 4.231)  0.206
H (3.929, 0.503, -0.186)  0.219
H (3.905, -1.509, -4.809)  0.194
H (2.962, -0.140, -2.357)  0.250
H (1.749, 5.488, -1.927)  0.362
H (-2.348, -2.470, 4.176)  0.213
H (0.381, 1.162, -1.187)  0.257
H (-0.283, -3.398, 8.572)  0.207
H (0.631, -4.450, 6.530)  0.209
H (-1.324, 0.657, -0.997)  0.222
H (3.306, -0.727, 1.871)  0.201
H (-4.683, -0.062, 2.064)  0.210
H (-0.985, -0.822, -5.034)  0.216
H (-0.456, -0.509, 1.562)  0.220
H (1.347, -2.007, -2.493)  0.219
H (-0.042, -3.115, -5.236)  0.197
H (0.717, -3.235, -0.438)  0.199
H (-1.714, 5.145, -3.485)  0.172

Output
**Strongest force on any atom**: 0.01749 hartree/bohr
**E_HOMO**: -4.632 eV
**E_tot**: -1460.1718 Ha
**Total charge**: -1


# C52H59N4P2Ru

C52H59N4P2Ru as an isolated structure (the ωB97M-V functional and the def2-TZVPD basis, the Open Molecules 2025 dataset).

Each line ends with the Löwdin spin population.
Element x y z (Å)
Ru (-0.091, 0.039, -0.464)  2.388
P (-1.019, 1.845, -1.799)  0.011
P (0.042, 2.162, 0.653)  0.033
N (-0.486, -0.799, 1.568)  0.087
N (-0.094, 2.908, -0.866)  0.029
N (4.131, -2.995, 4.621)  0.000
N (2.122, -1.740, 4.159)  0.001
C (-1.755, -1.028, 4.003)  0.003
C (-2.740, 1.932, -1.284)  0.007
C (-0.895, 2.515, -3.446)  -0.002
C (2.654, 3.010, 0.412)  0.005
C (-0.509, -0.422, 3.936)  0.003
C (-1.912, 3.021, -5.564)  0.000
C (-0.757, 3.697, -5.943)  -0.002
C (1.073, -2.570, -0.375)  0.214
C (0.338, 3.766, -5.089)  0.000
C (3.891, 3.379, 0.917)  0.000
C (1.633, 2.634, 1.290)  0.006
C (-2.332, 2.133, 2.117)  0.001
C (-0.871, -4.088, -0.821)  0.020
C (-3.333, 0.851, -0.629)  0.017
C (3.832, -2.086, 0.497)  0.003
C (3.048, -2.674, 3.911)  0.000
C (0.080, -0.329, 2.691)  0.013
C (-4.621, 0.947, -0.123)  0.003
C (-0.175, -0.767, -4.530)  -0.001
C (-1.986, 2.418, -4.318)  -0.001
C (1.125, -1.028, -2.069)  0.138
C (3.102, 2.969, 3.167)  0.001
C (3.370, -1.421, -0.805)  0.034
C (1.905, -1.596, -1.001)  0.279
C (-0.085, -2.808, -1.113)  0.239
C (-1.020, 4.176, 2.127)  0.001
C (3.750, 0.067, -0.783)  0.019
C (4.283, -2.283, 5.741)  0.000
C (-3.313, 2.763, 2.869)  0.000
C (0.279, 3.169, -3.839)  -0.001
C (-5.322, 2.135, -0.275)  0.001
C (-3.150, 4.092, 3.244)  0.000
C (1.857, 2.616, 2.674)  0.002
C (-2.006, 4.798, 2.874)  0.000
C (-0.783, -3.128, -4.248)  0.014
C (-0.078, -1.805, -2.231)  0.250
C (-1.190, 2.838, 1.750)  0.007
C (-2.345, -1.547, 2.853)  0.005
C (0.105, 0.213, 5.135)  0.000
C (-1.690, -1.407, 1.654)  0.018
C (-2.356, -4.067, -1.194)  0.004
C (-3.455, 3.124, -1.438)  0.000
C (3.377, -1.297, 6.122)  0.000
C (1.292, -0.032, 5.688)  0.000
C (4.035, -2.111, -2.022)  0.030
C (-0.154, -5.234, -1.592)  0.023
C (-0.847, -1.748, -3.555)  0.022
C (4.118, 3.345, 2.288)  0.005
C (2.303, -1.054, 5.295)  0.000
C (-4.741, 3.219, -0.929)  0.003
C (-0.743, -4.468, 0.673)  0.005
C (-2.314, -1.311, -3.384)  0.017
H (5.116, -2.115, -1.863)  0.005
H (0.911, -5.266, -1.340)  0.001
H (-2.808, -0.085, -0.551)  0.009
H (-2.791, -5.032, -0.924)  0.000
H (1.058, 2.364, 3.363)  0.000
H (-0.708, 4.172, -6.916)  0.000
H (0.248, -4.869, 0.908)  0.000
H (3.281, -1.701, 1.364)  0.000
H (-3.918, 4.585, 3.832)  0.000
H (4.678, 3.701, 0.242)  0.000
H (3.704, -3.149, -2.130)  0.000
H (-5.084, 0.101, 0.374)  0.000
H (-0.542, 0.932, 5.633)  0.000
H (2.896, -3.260, 3.007)  0.000
H (-1.879, 5.831, 3.178)  0.000
H (-2.371, -0.251, -3.155)  -0.001
H (-2.913, -3.297, -0.643)  0.000
H (3.829, -1.577, -2.956)  0.000
H (3.458, 0.525, 0.164)  0.000
H (0.799, -1.136, -4.870)  0.000
H (-5.299, 4.141, -1.050)  0.000
H (-4.208, 2.220, 3.158)  0.000
H (-2.759, 2.967, -6.239)  0.000
H (-6.334, 2.216, 0.106)  0.000
H (-0.123, 4.726, 1.857)  0.000
H (1.532, -0.395, -2.839)  0.004
H (-2.116, -1.793, 0.740)  0.005
H (-0.044, 0.231, -4.122)  0.000
H (1.362, -3.140, 0.499)  0.004
H (-0.229, 3.909, -0.954)  0.003
H (-1.459, -5.261, 0.889)  0.000
H (-0.811, -0.671, -5.413)  0.000
H (3.506, -0.748, 7.047)  0.000
H (5.149, -2.513, 6.350)  0.000
H (-1.418, -3.875, -3.782)  0.000
H (1.136, 3.217, -3.177)  0.000
H (3.290, 0.630, -1.604)  0.001
H (1.236, 4.284, -5.398)  0.000
H (-2.850, -1.850, -2.605)  0.000
H (-2.464, 1.100, 1.813)  0.001
H (-2.259, -1.110, 4.962)  0.000
H (3.279, 2.975, 4.236)  0.000
H (3.719, -3.175, 0.461)  0.000
H (2.474, 3.044, -0.656)  0.000
H (-2.535, -3.925, -2.256)  0.000
H (-1.129, -3.001, -5.276)  0.002
H (-0.600, -6.182, -1.279)  0.003
H (-2.887, 1.890, -4.027)  0.000
H (1.534, 0.526, 6.588)  0.000
H (-2.845, -1.466, -4.328)  0.002
H (1.063, 0.100, 2.594)  0.001
H (-3.015, 3.973, -1.950)  0.000
H (4.833, 0.169, -0.886)  0.003
H (0.243, -3.509, -4.288)  0.000
H (-0.250, -5.157, -2.672)  0.000
H (-3.300, -2.058, 2.889)  0.000
H (-0.944, -3.645, 1.358)  0.001
H (4.891, -1.874, 0.658)  0.000
H (5.091, 3.624, 2.679)  0.000

Output
**Strongest force on any atom**: 0.01659 hartree/bohr
**E_HOMO (alpha / beta)**: -15.887 / -15.893 eV
**Relative energy (zero: lowest compared OMol25 entry of this formula, charge and spin)**: 0.0 kcal/mol
**E_tot**: -3012.5741 Ha
**2S+1**: 5
**Total charge**: +3


# C10H22BaN3

C10H22BaN3 as an isolated structure in a non-equilibrium geometry (the ωB97M-V functional and the def2-TZVPD basis, the Open Molecules 2025 dataset).

Each line ends with the Mulliken charge.
Element x y z (Å)
Ba (0.529, 0.647, -1.974)  -0.818
N (0.590, 0.027, 2.736)  0.127
N (1.891, -0.601, -4.043)  -0.672
N (3.037, 0.130, -0.824)  -0.325
C (0.405, -0.214, 1.312)  -0.385
C (-1.490, -0.382, -0.342)  -0.039
C (-1.065, -0.421, 0.972)  0.695
C (-2.796, -0.560, -0.689)  -0.676
C (-2.013, -0.658, 1.999)  -0.440
C (0.130, 1.318, 3.210)  -1.226
C (-3.763, -0.757, 0.332)  -0.442
C (-3.366, -0.800, 1.674)  -0.628
C (1.891, -0.334, 3.267)  -0.990
C (-1.079, 0.864, -3.672)  -0.611
H (2.136, -1.362, 2.972)  0.293
H (-1.442, 1.149, -4.676)  0.282
H (-4.094, -0.947, 2.470)  0.349
H (0.209, 1.315, 4.306)  0.346
H (-0.935, -0.244, -3.718)  0.089
H (3.785, 0.104, -1.522)  0.134
H (-0.916, 1.477, 2.929)  0.365
H (3.039, -0.776, -0.336)  0.204
H (0.839, 0.655, 0.720)  0.051
H (0.738, 2.162, 2.832)  0.322
H (-3.116, -0.554, -1.736)  0.333
H (2.261, -1.523, -3.796)  0.242
H (0.068, 1.713, -3.542)  0.120
H (1.842, -0.275, 4.362)  0.325
H (1.339, -0.726, -4.897)  0.190
H (-1.869, 1.129, -2.952)  0.211
H (-1.660, -0.711, 3.034)  0.396
H (2.696, -0.026, -4.309)  0.221
H (2.703, 0.337, 2.925)  0.296
H (0.998, -1.114, 1.032)  0.152
H (3.292, 0.837, -0.123)  0.178
H (-4.813, -0.879, 0.068)  0.332

Output
**Strongest force on any atom**: 0.12630 hartree/bohr
**E_HOMO (alpha / beta)**: -0.535 / -0.533 eV
**E_tot**: -583.7801 Ha
**Total charge**: -1


# C2H5N3O

A 2-piece molecular cluster, C2H5N3O overall in a non-equilibrium geometry (the ωB97M-V functional and the def2-TZVPD basis, the Open Molecules 2025 dataset).

Each line ends with the natural charge from an NBO analysis.
Element x y z (Å)
O (-0.674, 0.091, 0.131)  -0.465
N (-0.325, -1.468, 0.325)  -0.113
N (1.719, 0.360, -0.026)  -0.744
N (0.177, 1.552, -1.386)  -0.832
C (0.505, 0.615, -0.462)  0.664
C (-1.300, -1.451, 1.631)  -0.173
H (-0.823, 1.368, -2.146)  0.397
H (-2.280, -0.360, 2.514)  0.310
H (0.797, 2.188, -1.779)  0.391
H (-0.948, -2.664, 1.746)  0.227
H (2.420, 0.657, -0.791)  0.338

Output
**Strongest force on any atom**: 0.23454 hartree/bohr
**E_HOMO**: -9.029 eV
**Relative energy (zero: lowest compared OMol25 entry of this formula, charge and spin)**: 259.8 kcal/mol
**E_tot**: -318.3365 Ha


# C2H3FS2

A 2-piece molecular cluster, C2H3FS2 overall in a non-equilibrium geometry (the ωB97M-V functional and the def2-TZVPD basis, the Open Molecules 2025 dataset).

Each line ends with the natural charge from an NBO analysis.
Element x y z (Å)
S (1.158, 0.203, -0.038)  0.720
S (1.393, -1.679, 0.030)  -0.299
F (2.720, 0.978, 0.299)  -0.537
C (-1.804, -0.607, 0.182)  -0.203
C (-1.411, 0.488, 0.495)  -0.285
H (-1.049, 1.488, 0.686)  0.252
H (1.103, 0.683, -1.458)  0.108
H (-2.109, -1.554, -0.196)  0.244

Output
**Strongest force on any atom**: 0.05020 hartree/bohr
**E_HOMO**: -9.272 eV
**Relative energy (zero: lowest compared OMol25 entry of this formula, charge and spin)**: 78.5 kcal/mol
**E_tot**: -974.0941 Ha


# C2H10NO3

A 3-piece molecular cluster, C2H10NO3 overall in a non-equilibrium geometry (the ωB97M-V functional and the def2-TZVPD basis, the Open Molecules 2025 dataset).

Each line ends with the natural charge from an NBO analysis.
Element x y z (Å)
O (1.007, 0.222, 0.662)  -0.968
O (0.402, -1.365, 2.433)  -1.054
O (-2.199, -1.397, 1.200)  -0.957
N (0.240, 0.339, -1.604)  -0.686
C (0.027, 1.761, -1.200)  -0.436
C (1.006, -0.388, -0.556)  0.101
H (1.110, -1.230, 1.682)  0.488
H (-0.407, 1.863, -0.109)  0.202
H (1.986, -0.503, -0.854)  0.107
H (-2.371, -0.576, 0.840)  0.450
H (0.127, -0.489, 1.963)  0.491
H (-0.506, 2.307, -2.018)  0.164
H (-1.238, -1.464, 1.095)  0.493
H (-0.786, 0.070, -1.815)  0.325
H (1.047, 2.184, -1.254)  0.181
H (0.554, -1.335, -0.464)  0.098

Output
**Strongest force on any atom**: 0.06601 hartree/bohr
**E_HOMO**: -3.605 eV
**Relative energy (zero: lowest compared OMol25 entry of this formula, charge and spin)**: 47.1 kcal/mol
**E_tot**: -362.6323 Ha
**Total charge**: -1